DFT (ωB97M-V/def2-TZVPD) results for the ion C4H14N3 with charge +1.

Calculated values
Energy relative to the best compared isomer or geometry (same formula, charge and spin), eV: 1.050
Lowest unoccupied orbital energy, Ha: -0.0942
Frontier orbital gap, eV: 11.39
Electronic energy, eV: -8838.973

ORCA input file:
```
! wB97M-V def2-TZVPD RIJCOSX def2/J DEFGRID3
* xyz 1 1
N -1.51 -1.25 -1.82
C -1.90 0.10 -1.53
C -0.78 0.98 -1.00
N -0.07 0.23 0.11
C 1.43 0.30 0.19
C 1.83 -0.51 1.47
N 1.09 0.27 2.54
H -2.22 -1.94 -1.57
H -1.43 -1.45 -2.82
H -2.76 0.03 -0.85
H -2.30 0.66 -2.38
H -1.12 1.98 -0.73
H 0.03 1.01 -1.77
H -0.37 -0.75 0.11
H -0.43 0.62 1.00
H 1.70 -0.27 -0.70
H 1.78 1.32 0.19
H 2.91 -0.55 1.52
H 1.39 -1.50 1.43
H 1.19 -0.19 3.43
H 1.53 1.19 2.56
*
```